Computed, not measured: a cluster of 2 separate species, C2H4Cl2N2 in total at a distorted geometry, with ωB97M-V with the def2-TZVPD basis set.

Output
largest force on an atom: 3.2 eV Å⁻¹
ΔE to the lowest compared entry with this formula, charge and spin: 587.2 kJ/mol

Positions of all 10 atoms, in Å:
C -0.070 1.038 0.449
C -1.202 0.346 0.280
N 3.168 -0.958 0.125
N -2.483 0.969 0.085
Cl 1.545 0.799 0.345
Cl -1.197 -1.414 0.397
H 3.368 -0.886 -0.849
H 2.371 -1.498 0.099
H -2.303 1.384 -0.830
H -3.196 0.219 -0.101

Forces on atoms 1 to 6 (eV/Å):
-1.130 -1.226 -0.462
0.597 0.497 0.815
0.385 2.528 1.269
0.491 -1.489 -1.057
1.291 -0.250 -0.114
0.076 0.275 -0.151